# 1
Cl3H2MgO | wB97M-V/def2-TZVPD

**Max |F|**: 0.027 hartree/bohr
**HOMO level**: -6.2 eV
**Energy**: -45092.437 eV

Geometry as ORCA input:
```
! wB97M-V def2-TZVPD RIJCOSX def2/J DEFGRID3
* xyz -1 1
Mg -0.677 -0.301 -1.108
Cl -2.267 -3.815 -0.215
Cl -2.989 2.841 -1.166
Cl 1.790 -0.566 -4.014
O 1.146 0.510 1.874
H 1.343 1.394 2.183
H 1.655 -0.063 2.447
*
```

# 2
C24H43N2P3SeTc | wB97M-V/def2-TZVPD

**Max |F|**: 0.086 hartree/bohr
**HOMO level (alpha / beta)**: -19.1 / -19.1 eV
**Energy**: -123934.145 eV

Geometry as ORCA input:
```
! wB97M-V def2-TZVPD RIJCOSX def2/J DEFGRID3
* xyz 4 4
Tc -0.697 -0.059 -0.125
P -2.856 -0.030 -0.758
P 0.063 -2.268 -0.490
P -0.063 2.196 -0.607
H 2.556 -0.840 -2.246
C 2.695 0.113 -1.751
C 3.042 0.114 -0.471
H 3.382 -0.815 -0.030
C -3.315 -0.292 -2.498
C -3.596 -1.423 0.170
C -3.799 1.455 -0.246
C 1.746 -2.973 -0.526
C -0.639 -3.327 0.832
C -0.604 -3.039 -2.008
C 1.553 3.079 -0.562
C -0.832 3.324 0.639
C -0.728 3.009 -2.129
H 2.387 1.027 -2.249
H 2.908 0.976 0.166
H -4.387 -0.512 -2.601
H -2.733 -1.120 -2.916
H -3.080 0.600 -3.091
H -4.688 -1.452 0.092
H -3.320 -1.357 1.230
H -3.188 -2.365 -0.214
H -4.855 1.386 -0.545
H -3.355 2.349 -0.703
H -3.776 1.599 0.839
H 1.620 -4.015 -0.852
H 2.176 -2.974 0.484
H 2.407 -2.447 -1.221
H -0.744 -4.333 0.403
H -1.610 -2.958 1.187
H 0.075 -3.362 1.665
H -0.151 -4.036 -2.104
H -0.345 -2.410 -2.874
H -1.694 -3.138 -1.926
H 1.348 4.139 -0.775
H 2.271 2.698 -1.292
H 1.979 3.023 0.448
H -0.578 4.356 0.357
H -0.404 3.113 1.626
H -1.922 3.213 0.676
H -0.353 4.042 -2.194
H -1.823 3.029 -2.108
H -0.385 2.433 -3.003
C 1.288 0.200 -5.609
C 2.620 -0.020 -5.184
C 3.656 -0.061 -6.094
C 3.466 0.144 -7.466
C 2.140 0.398 -7.902
C 1.065 0.424 -6.994
Se -0.068 0.122 -4.380
H -0.158 -0.464 -1.539
H 2.796 -0.162 -4.122
H 4.648 -0.250 -5.707
H 4.302 0.127 -8.187
H 1.941 0.564 -8.962
H 0.019 0.573 -7.304
N 1.327 -0.723 3.620
C 1.271 -0.804 2.269
N 0.161 -0.197 1.820
C -0.520 0.338 2.924
C -1.715 1.060 3.003
C -2.130 1.465 4.275
C -1.426 1.121 5.433
C -0.257 0.354 5.325
C 0.203 0.000 4.060
H 2.040 -1.146 4.221
H 2.088 -1.249 1.704
H -2.319 1.281 2.114
H -3.038 2.073 4.335
H -1.819 1.481 6.387
H 0.328 0.049 6.186
*
```

# 3
C3H7N3O | wB97M-V/def2-TZVPD

**Max |F|**: 0.054 hartree/bohr
**HOMO level (alpha / beta)**: -7.4 / -7.4 eV
**Energy**: -9735.596 eV

Geometry as ORCA input:
```
! wB97M-V def2-TZVPD RIJCOSX def2/J DEFGRID3
* xyz 0 1
C 1.376 2.201 1.114
C 1.126 0.825 0.665
C -1.817 -2.622 -0.918
N 2.259 2.522 1.957
N 0.118 0.440 0.008
N -0.302 -0.982 -1.845
O -1.435 -1.454 -1.876
H 0.734 2.890 0.387
H 1.728 -0.004 0.971
H -2.096 -3.510 -1.597
H -2.852 -2.273 -0.528
H -0.910 -2.726 -0.281
H 2.564 3.473 2.086
H -0.492 1.220 -0.142
*
```

# 4
C3H2MnO2 | wB97M-V/def2-TZVPD

**Max |F|**: 0.109 hartree/bohr
**HOMO level (alpha / beta)**: -13.3 / -13.8 eV
**Energy**: -38547.816 eV

Geometry as ORCA input:
```
! wB97M-V def2-TZVPD RIJCOSX def2/J DEFGRID3
* xyz 1 7
O -0.827 -1.717 -0.394
C -1.345 1.271 1.007
C -0.939 1.559 -0.096
H -1.689 1.056 2.004
H -0.568 1.843 -1.066
C 0.347 -1.667 -0.454
O 1.490 -1.447 -0.498
Mn 3.531 -0.898 -0.504
*
```